{"formula": "C4H12N2", "method": "ωB97M-V with the def2-TZVPD basis set", "multiplicity": 2, "e_tot_ha": -268.7215, "total_charge": 1, "homo_lumo_gap_ev": [7.3003, 3.4496], "homo_ev": [-11.6, -11.5], "s2": 0.767, "molar_mass_g_mol": 88.15, "fmax_ev_per_a": 5.09, "elements": ["H", "H", "H", "H", "N", "C", "C", "H", "H", "H", "H", "H", "H", "C", "C", "H", "H", "N"], "positions_angstrom": [[-0.393, -3.534, -2.741], [-0.128, 2.093, 4.549], [-1.731, -1.387, -1.250], [-0.942, 3.224, 1.236], [-0.721, -0.962, -1.359], [0.086, -1.275, -2.556], [0.323, -2.777, -2.882], [0.992, -3.253, -2.168], [1.005, 1.986, 1.732], [1.528, 1.582, 4.109], [1.014, -0.877, -2.260], [-1.623, 3.308, 2.703], [-0.178, -1.299, -0.599], [-0.778, 2.774, 2.170], [0.403, 2.266, 2.554], [-0.492, -0.811, -3.339], [1.010, -2.895, -3.730], [0.626, 1.835, 3.830]]}

=====

{"formula": "C4H12N2O", "method": "ωB97M-V with the def2-TZVPD basis set", "multiplicity": 1, "e_tot_ha": -344.3266, "homo_lumo_gap_ev": 9.6285, "smiles": "[H]/N=C/NC.CCO", "homo_ev": -8.8, "molar_mass_g_mol": 104.15, "fmax_ev_per_a": 1.33, "elements": ["H", "H", "C", "H", "C", "H", "O", "C", "H", "C", "H", "H", "H", "N", "H", "H", "N", "H", "H"], "positions_angstrom": [[-0.604, -2.412, -2.198], [-1.021, 0.983, 3.075], [-0.448, 0.377, 2.362], [1.255, 1.673, 2.457], [0.556, 1.302, 1.702], [0.763, 2.007, -2.175], [-1.363, -0.097, 1.366], [-0.471, -1.940, -1.222], [1.471, -1.203, -1.591], [0.287, 0.354, -1.545], [-2.038, -0.589, 1.817], [0.036, -0.442, 2.896], [-1.393, -1.436, -0.933], [0.581, -0.944, -1.170], [1.131, 0.817, 0.920], [-0.309, -2.714, -0.472], [1.186, 1.090, -2.073], [-0.772, 0.563, -1.384], [0.058, 2.198, 1.331]]}

=====

{"formula": "C4H12N2O", "method": "ωB97M-V with the def2-TZVPD basis set", "multiplicity": 1, "e_tot_ha": -344.2177, "homo_lumo_gap_ev": 8.2945, "homo_ev": -7.5, "molar_mass_g_mol": 104.15, "fmax_ev_per_a": 3.87, "elements": ["H", "O", "H", "N", "H", "C", "C", "H", "H", "C", "H", "C", "H", "H", "H", "H", "H", "N", "H"], "positions_angstrom": [[1.205, 1.631, 0.864], [1.289, -1.191, 1.976], [0.973, -2.082, 0.134], [0.109, 0.587, -0.578], [1.288, -1.736, 2.776], [0.748, 1.825, -0.107], [-0.930, -0.404, 0.812], [-1.213, 1.460, -1.966], [0.005, 2.622, -0.022], [-0.427, 0.702, -1.935], [-2.243, -1.105, -0.396], [0.389, -1.765, 1.006], [1.542, 2.129, -0.791], [-0.845, -0.257, -2.248], [0.361, 0.974, -2.639], [0.759, -0.229, -0.544], [-0.709, 0.125, 1.741], [-2.149, -0.656, 0.516], [-0.153, -2.629, 1.398]]}

=====

- Which formula does entry 3 have?
  C4H12N2O